148
Properties=species:S:1:pos:R:3:lowdin_spin:R:1 method="wB97M-V/def2-TZVPD" lumo_ev="-2.1 / -8.1" spin_multiplicity=2 homo_energy_ev="-9.95 / -9.95" charge=+1 energy_ha=-2617.0650 max_force_ev_per_a=3.98 homo_lumo_gap_ev="7.9 / 1.8"
C -4.23081 3.92885 3.34973 0.006
C -3.14041 3.18197 2.59969 0.050
C -3.84561 2.07308 1.86037 0.010
O -4.32571 0.95909 2.62121 0.000
C -5.40217 0.25059 1.97770 0.000
N -2.46147 4.16425 1.66440 0.450
H -3.64636 4.69764 3.85518 0.000
H -4.70185 3.30925 4.11283 0.000
H -5.02546 4.13359 2.63229 0.001
H -2.47634 2.61545 3.25250 0.027
H -3.20355 1.80204 1.02227 0.000
H -4.69068 2.49743 1.31826 0.002
H -5.55821 -0.69377 2.49918 0.000
H -5.01909 0.08805 0.97026 0.000
H -6.32150 0.83618 1.98062 0.000
H -1.89020 4.90601 2.04327 0.010
H -1.77956 3.57477 1.20875 0.001
C 2.16871 2.79234 3.33734 0.033
C 0.72519 3.19302 2.98410 0.028
C 0.39726 4.60936 3.48306 0.008
O 0.66015 4.64207 4.86155 0.012
C 0.90268 5.92640 5.44739 0.000
N 0.56302 3.10659 1.45965 0.306
H 2.41866 1.78435 3.00634 0.000
H 2.43033 2.71589 4.39272 0.005
H 2.76552 3.55727 2.84054 0.000
H 0.10376 2.44319 3.47368 0.008
H -0.68534 4.72562 3.43236 0.004
H 0.88235 5.37641 2.87939 0.001
H 1.86673 6.21452 5.02824 0.000
H 0.97553 5.83651 6.53123 0.000
H 0.26097 6.77558 5.21245 0.000
H 1.11945 3.87615 1.11575 0.011
H 1.06590 2.24769 1.28788 0.010
C 2.12388 -6.86667 -3.67644 0.000
C 1.94371 -5.34996 -3.13823 0.000
C 3.23094 -4.48671 -3.55585 0.000
O 4.48316 -4.95329 -3.09476 0.000
C 4.65748 -5.38545 -1.73468 0.000
N 0.68033 -4.83324 -3.55155 0.000
H 1.34391 -7.48031 -3.22568 0.000
H 3.12818 -7.22766 -3.45468 0.000
H 2.08495 -6.95645 -4.76204 0.000
H 1.86592 -5.46714 -2.05735 0.000
H 3.18030 -3.47263 -3.15940 0.000
H 3.20337 -4.33150 -4.63439 0.000
H 3.81255 -6.01092 -1.44662 0.000
H 4.66083 -4.47324 -1.13805 0.000
H 5.57647 -5.90009 -1.45415 0.000
H 0.47028 -4.01801 -2.99354 0.000
H -0.04867 -5.50028 -3.34246 0.000
C -8.44431 -4.57021 0.05212 0.000
C -6.91120 -4.53598 -0.03033 0.000
C -6.47943 -3.20419 -0.67296 0.000
O -5.07648 -3.34436 -0.87359 0.000
C -4.58374 -2.10047 -1.28166 0.000
N -6.50583 -4.78074 1.35141 0.000
H -8.72044 -5.43846 0.65045 0.000
H -8.74901 -4.71349 -0.98457 0.000
H -8.77123 -3.58285 0.37822 0.000
H -6.47430 -5.27089 -0.70644 0.000
H -6.76122 -2.37099 -0.02917 0.000
H -6.95984 -3.12610 -1.64826 0.000
H -3.54287 -2.10872 -1.60511 0.000
H -4.56246 -1.43921 -0.41541 0.000
H -5.13052 -1.64915 -2.10958 0.000
H -6.97895 -5.62393 1.64347 0.000
H -5.50550 -4.88181 1.44749 0.000
C 2.27798 3.90383 -1.84756 0.000
C 3.03296 4.33440 -0.49348 0.001
C 4.23359 5.25075 -0.77117 0.000
O 5.13180 4.62230 -1.67442 0.000
C 5.93374 3.57664 -1.10497 0.000
N 2.03677 5.16650 0.14495 0.012
H 1.36685 3.30595 -1.82529 0.000
H 3.00767 3.51088 -2.55555 0.000
H 1.98571 4.78472 -2.41914 0.000
H 3.26795 3.39679 0.01027 0.000
H 4.72854 5.35876 0.19395 0.000
H 3.85429 6.23197 -1.05655 0.000
H 6.56333 4.03246 -0.34081 0.000
H 6.54487 3.09994 -1.87137 0.000
H 5.38329 2.80898 -0.56109 0.000
H 2.51089 5.67992 0.87414 0.000
H 1.78288 5.93057 -0.46484 0.001
C -1.00556 1.43136 -1.31221 0.001
C 0.08576 0.53009 -0.71659 0.000
C -0.04172 -1.04649 -0.72749 0.000
O -1.16088 -1.50827 -0.01101 0.000
C -1.44299 -0.83607 1.23887 0.000
N 1.17520 0.84402 -1.56879 0.001
H -0.83724 2.48538 -1.09128 0.001
H -1.97680 1.26986 -0.84456 0.000
H -1.16858 1.45762 -2.38963 0.000
H 0.37219 0.81319 0.29628 0.000
H 0.75634 -1.48005 -0.12482 0.000
H -0.06189 -1.36836 -1.76869 0.000
H -0.78082 -1.27574 1.98473 0.000
H -2.39079 -1.31207 1.49026 0.000
H -1.52320 0.25067 1.26478 0.000
H 0.91772 1.75010 -1.93323 0.000
H 0.88689 0.29191 -2.36387 0.000
C 1.72523 -0.16536 6.39458 0.000
C 0.40393 -0.93699 6.19274 0.000
C 0.54617 -2.30618 5.57881 0.000
O 0.89194 -2.12593 4.20473 0.000
C 0.84551 -3.38434 3.44309 0.000
N -0.32243 -1.10383 7.45049 0.000
H 2.27719 -0.19476 5.45513 0.000
H 2.31698 -0.62266 7.18757 0.000
H 1.54628 0.87243 6.67575 0.000
H -0.31963 -0.30479 5.67807 0.000
H -0.28762 -3.00783 5.60305 0.000
H 1.49059 -2.74536 5.90022 0.000
H 1.24176 -3.30171 2.43103 0.000
H -0.12247 -3.88058 3.37332 0.000
H 1.54220 -4.09744 3.88379 0.000
H -0.04602 -0.22777 7.87028 0.000
H 0.19074 -1.80968 7.95895 0.000
C 1.00422 2.75034 -5.71814 0.000
C 2.06749 1.88562 -6.36833 0.000
C 3.29068 1.60087 -5.54196 0.000
O 4.01141 0.50583 -6.16681 0.000
C 4.75220 -0.16932 -5.23566 0.000
N 1.38805 0.65205 -6.49943 0.000
H 0.11891 2.80217 -6.35188 0.000
H 1.25546 3.79360 -5.90941 0.000
H 0.91072 2.56913 -4.64738 0.000
H 2.15741 2.25254 -7.39077 0.000
H 2.88576 1.36158 -4.55866 0.000
H 3.87165 2.52253 -5.50839 0.000
H 5.34148 0.45633 -4.56527 0.000
H 5.37810 -0.79790 -5.86909 0.000
H 4.18444 -0.96636 -4.75556 0.000
H 0.54179 0.76280 -7.03949 0.000
H 2.04162 -0.04942 -6.81706 0.000
O -0.81116 -0.16084 -4.48745 0.000
H -1.31604 -0.28662 -5.29088 0.000
H 0.10140 -0.15298 -4.77622 0.000
O -2.77639 -4.20137 0.87940 0.000
H -3.11965 -4.03950 1.75815 0.000
H -3.53072 -4.08463 0.30182 0.000
O 4.32603 0.19583 -1.20498 0.000
H 4.06583 -0.65159 -0.84384 0.000
H 3.52006 0.71217 -1.21015 0.000
O -0.50842 -4.87427 -0.75918 0.000
H -0.45379 -3.92023 -0.70396 0.000
H -1.20721 -5.11035 -0.14911 0.000